#i
A cluster of 2 separate species, C5H13NO2 in total, computed with ωB97M-V/def2-TZVPD.

XYZ file:
```
21
C5H13NO2, DFT ωB97M-V/def2-TZVPD
C -1.34 -2.42 0.23
C -0.25 -1.27 0.41
C -0.40 -0.54 1.72
N -0.21 -0.34 -0.64
C 0.95 -0.36 -1.53
C -1.09 0.77 -0.74
O -2.04 0.74 0.05
H -1.52 -2.98 1.16
H -2.23 -2.06 -0.26
H -0.86 -3.38 -0.23
H 0.85 -1.75 0.37
H 0.05 -1.30 2.60
H -1.44 -0.35 1.87
H 0.07 0.43 1.94
H 0.87 0.31 -2.30
H 1.75 -0.06 -0.91
H 1.22 -1.25 -1.93
H -1.17 1.43 -1.54
O 2.06 4.50 0.14
H 2.88 5.08 0.41
H 1.84 4.80 -0.82
```

Computed properties:
Lowest unoccupied orbital energy = 0.590 eV
Total charge = 0
HOMO energy = -8.87 eV
Gap between HOMO and LUMO = 9.455 eV
Molar mass = 119.16 g/mol
Structure (SMILES) = CC(C)N(C)C=O.O
Spin multiplicity = 1


#ii
A cluster of 2 separate species, C5H13NO2 in total, computed with ωB97M-V/def2-TZVPD.

XYZ file:
```
21
C5H13NO2, DFT ωB97M-V/def2-TZVPD
C -1.47 -0.91 -1.30
C -1.61 0.02 -0.11
N -2.93 0.27 0.27
O -0.85 -0.88 1.06
O -0.90 1.18 -0.21
H -2.10 -1.78 -1.16
H -1.77 -0.37 -2.21
H -0.44 -1.22 -1.39
H -3.03 1.06 0.89
H -3.65 0.01 -0.38
H -1.16 -0.59 1.93
H 0.10 0.97 -0.05
C 2.18 1.19 1.30
C 1.71 0.20 0.56
C 2.46 -0.38 -0.61
H 1.64 1.55 2.17
H 3.09 1.72 1.06
H 0.77 -0.43 0.92
H 1.90 -0.26 -1.54
H 3.44 0.10 -0.74
H 2.61 -1.45 -0.47
```

Computed properties:
Lowest unoccupied orbital energy = 0.871 eV
Total charge = 0
HOMO energy = -9.51 eV
Gap between HOMO and LUMO = 10.381 eV
Molar mass = 119.16 g/mol
Structure (SMILES) = CC(N)(O)O.C=CC
Spin multiplicity = 1


Bottom line: #ii, by a margin of 0.691 eV.


#i
The molecule C5H13NO2, computed with ωB97M-V/def2-TZVPD.

XYZ file:
```
21
C5H13NO2, DFT ωB97M-V/def2-TZVPD
C -1.98 0.55 -0.72
C -0.48 0.48 -0.96
C 0.19 -0.82 -0.46
O 1.53 -0.88 -0.91
O -0.53 -1.92 -0.97
C 0.26 -0.81 1.08
C 0.52 0.63 1.56
N 1.70 1.29 1.17
H -2.21 0.57 0.34
H -2.49 -0.31 -1.15
H -2.39 1.45 -1.19
H -0.33 0.50 -2.05
H 0.43 1.41 -0.77
H 1.53 -0.85 -1.87
H -0.12 -2.73 -0.63
H 1.06 -1.48 1.40
H -0.70 -1.15 1.46
H -0.25 1.14 0.83
H 0.29 0.78 2.62
H 1.51 1.51 0.05
H 2.48 0.63 1.16
```

Computed properties:
Lowest unoccupied orbital energy = 0.712 eV
Total charge = 0
HOMO energy = -9.16 eV
Gap between HOMO and LUMO = 9.870 eV
Molar mass = 119.16 g/mol
Structure (SMILES) = CCC(O)(O)CCN
Spin multiplicity = 1


#ii
A structure of composition C5H13NO2, computed with ωB97M-V/def2-TZVPD.

XYZ file:
```
21
C5H13NO2, DFT ωB97M-V/def2-TZVPD
C -0.27 -0.09 1.26
C 0.66 -0.18 0.22
C -1.97 0.05 -1.96
C 1.22 1.03 -0.48
C 1.71 -0.36 1.95
N -1.21 -0.44 -0.84
O -1.42 -1.88 -0.75
O -0.75 1.04 1.77
H -1.02 -2.26 -1.55
H -0.55 1.79 1.18
H -0.71 -0.98 1.68
H 0.89 -1.17 -0.12
H -1.81 1.13 -2.03
H -1.65 -0.39 -2.93
H -3.05 -0.13 -1.87
H 0.41 1.70 -0.79
H 1.91 1.60 0.15
H 1.75 0.73 -1.38
H 2.65 -0.36 1.41
H 1.56 -1.31 2.45
H 1.65 0.49 2.63
```

Computed properties:
Lowest unoccupied orbital energy = 0.581 eV
Total charge = 0
HOMO energy = -6.45 eV
Gap between HOMO and LUMO = 7.036 eV
Molar mass = 119.16 g/mol
Spin multiplicity = 1


Bottom line: #i, by a margin of 4.801 eV.


#i
A cluster of 2 separate species, C3H2N2O2 in total, computed with ωB97M-V/def2-TZVPD.

XYZ file:
```
9
C3H2N2O2, DFT ωB97M-V/def2-TZVPD
O 1.28 2.82 -0.06
C 1.58 1.75 -0.06
N 2.15 0.73 -0.09
C 2.04 -0.59 0.12
O 1.20 -1.20 0.64
H 2.99 -1.11 -0.42
C -1.44 0.70 0.46
N -1.23 1.10 -0.55
H -1.70 0.31 1.41
```

Computed properties:
Lowest unoccupied orbital energy = 0.757 eV
Total charge = 0
HOMO energy = -10.96 eV
Gap between HOMO and LUMO = 11.715 eV
Molar mass = 98.06 g/mol
Structure (SMILES) = O=C=NC=O.C#N
Spin multiplicity = 1


#ii
A structure of composition C3H2N2O2, computed with ωB97M-V/def2-TZVPD.

XYZ file:
```
9
C3H2N2O2, DFT ωB97M-V/def2-TZVPD
C -0.72 1.08 -0.05
C 0.72 1.05 -0.02
C 0.82 -0.95 -0.01
N -1.32 -0.06 0.00
N -0.52 -1.14 0.06
O 1.63 1.81 0.05
O 1.73 -1.72 -0.03
H -1.33 1.96 -0.11
H -1.00 -2.03 0.11
```

Computed properties:
Lowest unoccupied orbital energy = -1.141 eV
Total charge = 0
HOMO energy = -8.96 eV
Gap between HOMO and LUMO = 7.816 eV
Molar mass = 98.06 g/mol
Spin multiplicity = 1


Bottom line: #i, by a margin of 0.769 eV.